# 1
ORCA calculation (the ωB97M-V functional and the def2-TZVPD basis) on an isolated ion of composition C11H13BF10NO4 and charge -1.

Calculated values
HOMO (hartree): -0.1631
Charge: -1
Gap between HOMO and LUMO (eV): 6.97
SMILES: COB(O)N(CCC(F)(F)C(F)(F)C(F)(F)C(F)(F)F)[C@@H](CCF)C(=O)[O-]

Each line ends with the Löwdin charge.
Positions of all 40 atoms, in Å:
F  0.582  0.907  -2.279  0.195
F  -0.322  1.029  4.570  -0.070
F  2.465  -2.313  -0.216  0.103
F  3.919  -0.730  0.119  0.106
F  3.789  0.621  -3.546  0.140
F  3.959  -1.459  -2.298  0.140
F  3.557  1.436  -1.549  0.167
F  1.450  1.075  -4.255  0.161
F  1.813  -1.400  -2.566  0.145
F  1.742  2.658  -2.798  0.186
O  -0.887  3.245  0.981  -0.043
O  0.764  1.991  1.870  -0.057
O  -3.107  -1.022  0.199  0.026
O  -1.919  -0.731  -1.858  0.160
N  -0.883  0.060  0.205  0.062
C  2.681  -0.976  -0.391  -0.429
C  2.842  -0.802  -1.928  -0.347
C  -1.304  0.933  1.334  -0.198
C  0.256  -0.830  0.394  -0.125
C  1.639  1.338  -2.951  -0.530
C  1.645  -0.149  0.333  -0.049
C  -4.377  -1.011  -0.428  -0.081
C  2.975  0.659  -2.470  -0.333
C  -0.366  -0.005  3.628  -0.213
C  -0.385  2.198  1.415  -0.673
C  -1.526  0.187  2.663  -0.112
B  -1.984  -0.565  -0.476  -0.733
H  0.178  -1.414  1.319  0.125
H  -5.119  -0.713  0.315  0.090
H  -1.962  -0.792  2.436  0.106
H  0.600  -0.018  3.124  0.091
H  -4.640  -2.007  -0.804  0.086
H  2.041  0.001  1.339  0.122
H  -2.394  -1.517  -2.148  0.095
H  -0.500  -0.929  4.204  0.107
H  -2.281  1.327  1.040  0.131
H  -4.411  -0.306  -1.264  0.092
H  -2.288  0.735  3.231  0.124
H  1.545  0.854  -0.075  0.115
H  0.216  -1.565  -0.419  0.118

Cartesian forces (eV/Å) of the 3 atoms listed first:
F 0.173 0.143 -0.057
F -0.044 -0.040 -0.039
F 0.017 -0.163 0.055

# 2
ORCA calculation (the ωB97M-V functional and the def2-TZVPD basis) on C11H13BrMnO as an isolated structure at a distorted geometry.

Calculated values
⟨S²⟩: 8.761
HOMO (spin up / spin down) (hartree): 0.0292 / 0.0200
Multiplicity: 6
Charge: -2
Gap between HOMO and LUMO (spin up / spin down) (eV): 4.81 / 5.00
Relative energy (zero: lowest compared OMol25 entry of this formula, charge and spin) (kJ/mol): 0.0

Each line ends with the Mulliken spin population.
Positions of all 27 atoms, in Å:
Br  1.367  -0.502  -0.309  0.089
Mn  -0.145  -0.202  1.484  4.547
O  0.738  0.302  2.985  0.126
C  -1.814  0.546  0.396  0.057
C  2.580  0.668  -3.061  -0.004
C  0.515  0.584  -4.103  0.006
C  -1.988  0.896  1.786  0.026
C  0.978  -0.758  -3.935  0.002
C  1.508  1.464  -3.565  0.002
C  -2.091  -0.321  2.536  0.037
C  2.253  -0.711  -3.291  -0.006
C  -1.943  -1.439  1.621  0.048
C  -1.789  -0.899  0.303  -0.006
C  0.508  0.104  4.343  0.028
H  -1.686  -1.459  -0.622  0.001
H  -2.111  1.906  2.174  0.004
H  -0.413  0.885  -4.574  0.000
H  1.465  2.547  -3.553  0.000
H  -1.722  1.262  -0.415  0.008
H  -2.333  -0.380  3.597  0.014
H  3.475  1.031  -2.572  0.003
H  2.859  -1.562  -3.011  0.001
H  0.102  -0.910  4.535  -0.013
H  1.455  0.239  4.887  0.005
H  -0.212  0.863  4.713  0.010
H  0.463  -1.658  -4.247  0.000
H  -2.017  -2.496  1.898  0.015

Cartesian forces (eV/Å) of the 3 atoms listed first:
Br 0.960 -0.364 -0.292
Mn 3.298 -0.494 -0.852
O 1.449 0.495 2.978

# 3
ORCA calculation (the ωB97M-V functional and the def2-TZVPD basis) on an isolated molecule of C11H13BrN2O2.

Calculated values
HOMO (hartree): -0.3535
Gap between HOMO and LUMO (eV): 10.00
Relative energy (zero: lowest compared OMol25 entry of this formula, charge and spin) (kJ/mol): 0.0
SMILES: O=C(NC[C@@H]1CCCO1)c1cncc(Br)c1

Each line ends with the Löwdin charge.
Positions of all 29 atoms, in Å:
Br  6.174  -0.362  -0.116  0.741
O  0.976  -2.182  -0.404  0.072
O  -2.584  0.514  0.878  -0.108
N  2.894  2.050  0.416  0.073
N  -0.148  -0.821  1.010  0.084
C  0.911  -1.157  0.246  -0.464
C  4.121  1.592  0.277  -0.185
C  -2.306  -0.654  -1.174  -0.120
C  -1.373  -1.580  1.031  -0.110
C  -2.526  1.469  -0.167  -0.197
C  -2.897  0.726  -1.448  -0.149
C  4.386  0.238  0.106  -0.652
C  1.884  1.200  0.416  -0.092
C  -2.507  -0.805  0.339  -0.310
C  3.337  -0.663  0.099  -0.041
C  2.045  -0.177  0.279  -0.101
H  -0.178  0.062  1.494  0.134
H  0.907  1.657  0.512  0.105
H  -1.193  -2.522  0.509  0.129
H  4.916  2.324  0.294  0.105
H  -2.488  1.201  -2.336  0.113
H  -1.241  -0.667  -1.411  0.112
H  -2.796  -1.449  -1.729  0.120
H  -3.457  -1.315  0.557  0.149
H  -3.982  0.662  -1.543  0.115
H  -1.651  -1.779  2.069  0.127
H  3.491  -1.723  -0.042  0.120
H  -3.211  2.282  0.081  0.121
H  -1.507  1.878  -0.243  0.108

Cartesian forces (eV/Å) of the 3 atoms listed first:
Br -0.223 0.098 0.033
O 0.082 -0.218 -0.151
O 0.062 -0.147 0.210

# 4
ORCA calculation (the ωB97M-V functional and the def2-TZVPD basis) on an isolated molecule of C11H13ClO at a distorted geometry.

Calculated values
HOMO (hartree): -0.3228
Gap between HOMO and LUMO (eV): 9.53
Relative energy (zero: lowest compared OMol25 entry of this formula, charge and spin) (kJ/mol): 251.0
SMILES: C=C[C@](C)(O)[C@H](Cl)c1ccccc1

Each line ends with the Löwdin charge.
Positions of all 26 atoms, in Å:
Cl  -0.047  -0.608  -2.920  0.741
O  -1.551  -1.755  -0.645  0.030
C  -0.280  0.251  -1.444  -0.591
C  -1.657  -0.395  -0.541  -0.525
C  -2.794  0.077  -1.342  -0.042
C  2.674  -1.001  0.438  -0.100
C  1.229  1.396  0.179  -0.014
C  3.191  0.155  1.042  -0.083
C  0.888  0.248  -0.522  -0.296
C  2.407  1.297  0.977  -0.066
C  -1.528  0.366  0.805  -0.122
C  1.635  -0.904  -0.385  -0.105
C  -1.227  -0.200  1.959  0.034
H  -1.220  0.435  2.930  0.103
H  2.708  2.108  1.515  0.064
H  -0.920  -1.210  2.005  0.045
H  -1.083  -2.111  0.063  0.062
H  -1.969  1.344  0.655  0.103
H  1.324  -1.751  -0.913  0.083
H  -3.137  1.184  -0.973  0.153
H  -3.557  -0.602  -1.349  0.058
H  3.249  -1.980  0.641  0.137
H  4.081  0.040  1.717  0.117
H  -0.553  1.228  -1.662  0.072
H  -2.489  0.118  -2.335  0.033
H  0.628  2.268  0.103  0.107

Cartesian forces (eV/Å) of the 3 atoms listed first:
Cl 0.030 -0.484 -0.791
O -1.531 0.054 -0.966
C -1.189 -1.437 2.946

# 5
ORCA calculation (the ωB97M-V functional and the def2-TZVPD basis) on C11H13ClO3Zr as an isolated structure at a distorted geometry.

Calculated values
HOMO (hartree): -0.6157
Charge: +2
Gap between HOMO and LUMO (eV): 7.58

Each line ends with the Löwdin charge.
Positions of all 29 atoms, in Å:
Zr  0.154  -0.330  -0.580  1.409
Cl  1.268  -1.644  -2.211  0.206
O  0.617  3.293  -0.298  0.202
O  3.271  1.228  -1.659  0.206
O  0.532  -0.350  1.492  -0.172
C  -2.301  -0.520  -0.594  -0.082
C  1.287  -0.095  2.487  -0.350
C  -1.246  0.192  -2.547  -0.123
C  -2.120  -2.248  -2.570  -0.028
C  0.534  2.147  -0.184  -0.054
C  2.250  0.793  -1.377  -0.133
C  -1.972  0.849  -0.434  -0.153
C  2.733  0.131  2.267  0.027
C  -1.833  -0.942  -1.906  -0.390
C  -1.290  1.288  -1.646  -0.211
C  0.739  0.072  3.836  0.041
H  0.192  1.021  3.928  0.137
H  -2.924  -1.127  0.069  0.153
H  1.548  0.118  4.572  0.111
H  2.929  1.095  1.748  0.123
H  0.086  -0.735  4.126  0.118
H  3.189  -0.671  1.655  0.126
H  -3.031  -2.207  -3.186  0.118
H  -0.851  0.209  -3.560  0.148
H  -1.288  -2.504  -3.230  0.071
H  -2.256  -3.051  -1.842  0.098
H  -1.204  2.322  -1.974  0.144
H  -2.268  1.504  0.376  0.140
H  3.252  0.160  3.242  0.115

Cartesian forces (eV/Å) of the 3 atoms listed first:
Zr 0.851 1.033 -0.393
Cl -0.134 -0.463 0.523
O -0.200 -4.100 0.544

# 6
ORCA calculation (the ωB97M-V functional and the def2-TZVPD basis) on C11H13ClOS as an isolated structure at a distorted geometry.

Calculated values
⟨S²⟩: 2.026
HOMO (spin up / spin down) (hartree): -0.2088 / -0.3251
Multiplicity: 3
Gap between HOMO and LUMO (spin up / spin down) (eV): 6.37 / 6.65
Relative energy (zero: lowest compared OMol25 entry of this formula, charge and spin) (kJ/mol): 0.0

Each line ends with the Mulliken spin population.
Positions of all 27 atoms, in Å:
Cl  3.138  -1.346  0.403  0.032
S  0.313  -1.126  0.790  0.000
O  -1.174  -0.778  1.827  0.016
C  -1.171  -1.323  -0.274  0.000
C  2.254  2.583  0.799  0.398
C  -2.113  -1.168  0.903  0.002
C  2.475  2.688  -0.550  -0.060
C  2.071  1.778  -1.434  0.557
C  1.655  1.478  1.241  0.343
C  1.260  0.538  -1.045  -0.104
C  0.971  0.493  0.462  0.041
C  -3.135  -0.073  0.814  0.000
C  1.691  -0.813  -0.492  0.624
C  -1.002  -2.619  -1.064  0.023
H  3.092  3.503  -0.880  0.013
H  -2.091  -2.797  -1.301  0.000
H  -2.859  0.947  0.431  0.000
H  2.223  2.023  -2.411  0.031
H  -0.324  -2.499  -1.879  -0.009
H  -3.917  -0.415  0.077  0.000
H  0.440  0.414  -1.712  0.040
H  1.444  1.361  2.308  0.027
H  -3.615  -0.133  1.765  0.000
H  -2.743  -2.069  1.117  0.002
H  -1.099  -0.447  -0.906  -0.001
H  -0.584  -3.453  -0.476  -0.003
H  2.798  3.254  1.488  0.027

Cartesian forces (eV/Å) of the 3 atoms listed first:
Cl -0.060 0.650 -1.447
S -0.364 0.992 0.339
O 0.989 -0.252 1.841

# 7
ORCA calculation (the ωB97M-V functional and the def2-TZVPD basis) on an isolated molecule of C11H13F4N at a distorted geometry.

Calculated values
HOMO (hartree): -0.3388
Gap between HOMO and LUMO (eV): 10.04
Relative energy (zero: lowest compared OMol25 entry of this formula, charge and spin) (kJ/mol): 0.0
SMILES: CC[C@](C)(N)c1ccc(C(F)(F)F)cc1F

Each line ends with the Löwdin charge.
Positions of all 29 atoms, in Å:
F  -0.342  2.083  4.503  0.135
F  0.060  -0.049  4.890  0.131
F  1.711  1.285  4.295  0.145
F  -0.865  -2.011  0.541  0.085
N  -0.862  1.259  -2.113  0.053
C  0.344  1.436  0.363  -0.001
C  0.405  1.013  4.126  -0.564
C  -1.660  -0.884  -1.895  -0.043
C  0.190  0.727  2.663  -0.105
C  0.524  1.680  1.705  -0.019
C  -0.459  -0.012  -1.546  -0.533
C  -0.545  -0.759  0.882  -0.234
C  -0.227  0.216  -0.045  -0.087
C  0.838  -0.423  -2.269  -0.182
C  -0.343  -0.494  2.211  0.069
C  1.520  -1.710  -1.774  -0.089
H  -0.528  -1.299  2.908  0.131
H  -1.652  1.603  -1.625  0.076
H  0.602  -0.541  -3.346  0.120
H  1.604  0.371  -2.233  0.117
H  0.994  2.652  1.978  0.139
H  -1.454  -1.939  -1.656  0.076
H  -1.933  -0.812  -2.936  0.079
H  1.737  -1.680  -0.666  0.093
H  0.886  -2.589  -1.994  0.077
H  -2.524  -0.570  -1.281  0.102
H  0.632  2.179  -0.354  0.113
H  2.442  -1.887  -2.263  0.049
H  -1.097  1.155  -3.070  0.068

Cartesian forces (eV/Å) of the 3 atoms listed first:
F 0.682 -0.534 0.300
F 0.322 0.770 0.021
F -0.292 0.190 0.811

# 8
ORCA calculation (the ωB97M-V functional and the def2-TZVPD basis) on a 2-piece molecular cluster, C11H13FN2O2 overall at a distorted geometry.

Calculated values
HOMO (hartree): -0.2917
Gap between HOMO and LUMO (eV): 8.54
Relative energy (zero: lowest compared OMol25 entry of this formula, charge and spin) (kJ/mol): 315.5
SMILES: N[C@@H](Cc1c[nH]c2ccccc12)C(=O)O.F

Each line ends with the Löwdin charge.
Positions of all 29 atoms, in Å:
F  -2.472  -4.736  -3.263  -0.125
O  2.142  -1.462  -0.453  0.172
O  0.910  -2.206  1.329  0.027
N  -1.325  -2.355  0.069  0.029
N  -1.724  2.262  0.904  0.068
C  -0.360  2.484  0.918  -0.240
C  0.955  -1.863  0.075  -0.363
C  -1.983  1.305  -0.086  -0.054
C  -0.662  -0.494  -1.446  -0.031
C  1.671  1.475  -0.015  0.026
C  -0.268  -1.854  -0.722  -0.330
C  -0.808  0.826  -0.589  -0.120
C  0.401  3.349  1.734  0.051
C  1.886  3.099  1.730  -0.071
C  2.458  2.106  1.029  -0.083
C  0.258  1.625  0.026  -0.130
H  -0.054  -0.348  -2.332  0.116
H  -1.659  -1.770  0.898  0.123
H  -2.428  2.916  1.274  0.163
H  -2.854  -3.877  -3.013  0.120
H  -1.578  -0.673  -1.799  0.052
H  -0.086  -2.623  -1.450  0.151
H  -1.084  -3.177  0.607  0.079
H  -2.991  0.909  -0.157  0.123
H  3.443  1.919  1.134  0.062
H  2.323  3.511  2.570  0.068
H  2.148  0.800  -0.661  0.075
H  2.706  -1.296  0.125  -0.014
H  0.013  3.973  2.430  0.056

Cartesian forces (eV/Å) of the 3 atoms listed first:
F -0.930 2.147 0.588
O -9.375 -2.685 -8.931
O 0.676 1.446 -5.402